[1]
C7H13N2OP | ωB97M-V/def2-TZVPD

Structure (ORCA input):
```
! wB97M-V def2-TZVPD RIJCOSX def2/J DEFGRID3
* xyz 0 1
C 0.375 0.676 -2.467
C 0.508 0.902 -1.291
C -0.012 2.210 0.764
C -1.294 1.440 1.254
C 0.929 1.124 0.116
C 1.765 -1.109 0.850
C -1.088 -1.871 -1.264
N 0.826 -0.065 0.948
N -1.397 -0.701 -0.489
O 1.401 -2.270 1.581
P -0.851 -0.413 1.184
H 0.131 0.773 -3.475
H -0.236 3.074 0.253
H 0.516 2.657 1.531
H -1.501 1.810 2.195
H -2.204 1.593 0.740
H 1.936 1.526 0.110
H 2.600 -0.712 1.423
H 0.583 -2.591 1.205
H 1.990 -1.427 -0.189
H -1.827 -2.744 -1.108
H -0.873 -1.620 -2.296
H -0.133 -2.113 -0.838
H -2.144 -0.150 -0.737
*
```

Values from the calculation:
**Energy**: -800.505615 a.u.
**Orbital gap**: 8.749 eV
**Energy above the lowest of the compared OMol25 structures with the same formula, charge and spin**: 0.00 kcal/mol
**E_LUMO**: 0.957 eV
**SMILES**: C#C[C@H]1CCP(NC)N1CO
**Molecular weight**: 172.2 g/mol
**Maximum force**: 0.0689 Eh/bohr

These are the natural (NBO) partial charges, in e, on atoms 1 to 5: -0.270, -0.001, -0.381, -0.692, -0.128

[2]
C7H13N2PS | ωB97M-V/def2-TZVPD

Structure (ORCA input):
```
! wB97M-V def2-TZVPD RIJCOSX def2/J DEFGRID3
* xyz 0 1
C 1.749 -0.939 1.578
C 1.999 -0.217 0.168
C -2.094 -1.750 -1.174
C -0.899 -2.174 -0.388
C -0.324 2.033 -0.919
C -1.112 2.832 0.010
C 1.210 0.387 1.252
N -1.047 -0.781 -0.720
N -1.640 1.558 -0.479
P -1.471 0.260 0.540
S -3.045 -0.281 1.570
H 1.102 -1.862 1.452
H 2.515 -1.007 2.330
H 2.855 0.286 -0.153
H 1.509 -0.727 -0.785
H -2.053 -1.745 -2.165
H -2.993 -1.554 -0.523
H -1.030 -2.442 0.669
H -0.040 -2.508 -1.032
H -0.351 2.370 -1.954
H 0.492 1.397 -0.566
H -0.878 2.839 1.010
H -1.585 3.673 -0.405
H 1.523 1.377 1.520
*
```

Values from the calculation:
**Energy**: -1123.362344 a.u.
**Orbital gap**: 7.317 eV
**Energy above the lowest of the compared OMol25 structures with the same formula, charge and spin**: 86.61 kcal/mol
**E_LUMO**: -0.659 eV
**Molecular weight**: 188.2 g/mol
**Maximum force**: 0.1098 Eh/bohr

These are the natural (NBO) partial charges, in e, on atoms 1 to 5: -0.444, -0.484, -0.257, -0.276, -0.261

[3]
C7H13N2S | ωB97M-V/def2-TZVPD

Structure (ORCA input):
```
! wB97M-V def2-TZVPD RIJCOSX def2/J DEFGRID3
* xyz 1 1
C -2.131 0.843 0.069
C -1.097 2.254 1.753
C 0.259 -0.033 -0.358
C 0.875 1.228 -0.844
C 0.203 -2.432 0.213
C 2.244 -1.464 -0.851
C 0.873 -1.264 -0.367
N -1.201 -0.006 -0.300
N -2.012 1.875 0.830
S -1.336 3.375 2.941
H -3.148 0.574 -0.304
H 0.608 1.196 -1.885
H 1.913 1.092 -0.698
H 0.551 2.134 -0.295
H 0.236 -3.161 -0.643
H -0.823 -2.205 0.588
H 0.684 -2.755 1.110
H 2.953 -1.597 -0.045
H 2.635 -0.604 -1.467
H 2.335 -2.299 -1.418
H -0.065 1.857 1.745
H -1.558 -0.824 -0.737
H -2.998 2.217 0.963
*
```

Values from the calculation:
**Energy**: -781.910517 a.u.
**Orbital gap**: 7.701 eV
**Energy above the lowest of the compared OMol25 structures with the same formula, charge and spin**: 64.08 kcal/mol
**E_LUMO**: -4.963 eV
**SMILES**: CC(C)=C(C)N/C=[NH+]\C=S
**Molecular weight**: 157.3 g/mol
**Maximum force**: 0.0811 Eh/bohr

These are the natural (NBO) partial charges, in e, on atoms 1 to 5: 0.388, -0.169, 0.102, -0.656, -0.657

[4]
C7H13N3O | ωB97M-V/def2-TZVPD

Structure (ORCA input):
```
! wB97M-V def2-TZVPD RIJCOSX def2/J DEFGRID3
* xyz 0 1
C 1.727 2.094 -2.154
C -1.370 1.381 -0.571
C 0.280 1.886 -1.895
C -0.853 1.823 -2.647
N -0.088 1.619 -0.564
N -1.891 1.521 -1.810
H -1.951 1.149 0.306
H -2.845 1.346 -2.080
H -0.933 1.741 -3.718
H 1.987 2.395 -3.165
H 2.352 1.211 -1.991
H 2.013 2.830 -1.399
C 0.181 -2.095 0.819
C 1.363 -3.095 0.749
C -0.040 -1.561 2.242
O -0.725 -2.208 3.002
N 0.787 -0.508 2.525
H 0.565 -1.247 0.250
H -0.632 -2.676 0.415
H 2.279 -2.713 0.309
H 1.089 -3.940 0.099
H 0.602 0.023 3.359
H 0.940 0.150 1.774
H 1.644 -3.657 1.632
*
```

Values from the calculation:
**Energy**: -514.041142 a.u.
**Orbital gap**: 9.684 eV
**Energy above the lowest of the compared OMol25 structures with the same formula, charge and spin**: 13.64 kcal/mol
**E_LUMO**: 0.721 eV
**SMILES**: Cc1c[nH]cn1.CCC(N)=O
**Molecular weight**: 155.2 g/mol
**Maximum force**: 0.0456 Eh/bohr

These are the natural (NBO) partial charges, in e, on atoms 1 to 5: -0.639, 0.173, 0.091, -0.115, -0.492

[5]
C7H13N3O3 | ωB97M-V/def2-TZVPD

Structure (ORCA input):
```
! wB97M-V def2-TZVPD RIJCOSX def2/J DEFGRID3
* xyz 0 1
C 1.900 -0.884 0.458
C 0.523 -0.831 0.476
C 0.361 3.191 0.948
C -0.693 -1.069 1.337
C -3.417 0.788 -0.539
C 4.113 -0.631 -0.583
C -2.161 0.784 -1.397
N -0.694 -0.542 -0.058
N -1.306 -2.315 1.581
N 2.698 -0.231 -0.514
O 1.291 3.332 0.274
O -0.545 2.946 1.587
O -0.955 0.765 -0.629
H 2.504 -1.413 1.098
H -0.806 -0.296 2.218
H -4.179 1.148 -1.284
H -3.499 -0.200 -0.181
H -3.408 1.535 0.127
H 4.503 -0.667 0.440
H 4.330 -1.610 -1.268
H 4.624 0.178 -1.226
H -2.022 1.727 -1.941
H -2.199 -0.003 -2.107
H -2.208 -2.355 1.216
H -0.859 -3.229 1.327
H 2.102 -0.116 -1.359
*
```

Values from the calculation:
**Energy**: -664.345612 a.u.
**Orbital gap**: 8.017 eV
**Energy above the lowest of the compared OMol25 structures with the same formula, charge and spin**: 143.23 kcal/mol
**E_LUMO**: 0.810 eV
**SMILES**: CCON1/C(=C\NC)[C@@H]1N.O=C=O
**Molecular weight**: 187.2 g/mol
**Maximum force**: 0.0926 Eh/bohr

These are the natural (NBO) partial charges, in e, on atoms 1 to 5: -0.056, 0.045, 1.027, 0.078, -0.627

[6]
C7H13N4O | ωB97M-V/def2-TZVPD

Structure (ORCA input):
```
! wB97M-V def2-TZVPD RIJCOSX def2/J DEFGRID3
* xyz 1 1
C 0.037 -1.470 -0.446
C 0.473 1.219 0.255
C 2.919 0.964 0.270
C 1.677 -0.721 -0.807
C -0.893 0.686 -0.377
C -2.098 1.219 0.365
C -0.761 -3.356 0.559
N -0.927 -0.752 -0.355
N 3.288 -0.426 0.689
N 2.702 -1.217 0.009
N 1.666 0.726 -0.520
O 0.223 -2.730 -0.213
H 0.587 2.284 0.310
H 0.584 0.993 1.371
H 2.911 1.571 1.257
H 3.669 1.340 -0.396
H 1.894 -1.165 -1.763
H -0.740 0.917 -1.396
H -2.026 2.320 0.244
H -2.092 0.993 1.441
H -2.935 0.689 0.021
H -1.645 -2.780 0.816
H -0.171 -3.349 1.492
H -1.234 -4.210 0.160
H 1.852 1.299 -1.374
*
```

Values from the calculation:
**Energy**: -568.385824 a.u.
**Orbital gap**: 10.097 eV
**Energy above the lowest of the compared OMol25 structures with the same formula, charge and spin**: 94.01 kcal/mol
**E_LUMO**: -3.546 eV
**SMILES**: COC1=N[C@@H](C)C[N@H+]2CN=N[C@@H]12
**Molecular weight**: 169.2 g/mol
**Maximum force**: 0.1004 Eh/bohr

These are the natural (NBO) partial charges, in e, on atoms 1 to 5: 0.686, -0.240, -0.157, -0.090, -0.050